The following is a DFT calculation (ωB97M-V/def2-TZVPD) of a cluster of 7 separate species, C8H31NO7 in total.

As for the highest occupied orbital energy (alpha / beta): 0.26 / -6.96 eV. Its total energy is -24619.8568 eV. For the HOMO-LUMO gap (alpha / beta), the calculation gives 2.55 / 9.71 eV. As for the total charge: -1. The spin multiplicity is 2.

Each atom is followed by the atoms it is bonded to, with distances in Å.
Cartesian coordinates (Å):
1 C 1.70 -3.71 2.78  C2 1.519, H4 1.090, H5 1.090, H6 1.090
2 C 1.59 -2.60 1.75  C1 1.519, O3 1.414, H7 1.090, H8 1.090
3 O 2.84 -2.63 1.08  C2 1.414, H9 0.960
4 H 0.75 -3.93 3.26  C1 1.090
5 H 2.33 -3.31 3.58  C1 1.090
6 H 2.06 -4.67 2.41  C1 1.090
7 H 1.37 -1.66 2.25  C2 1.090
8 H 0.74 -2.76 1.09  C2 1.090
9 H 2.89 -3.25 0.35  O3 0.960
10 C -1.40 4.03 -0.73  C11 1.521, H13 1.090, H14 1.090, H15 1.090
11 C -2.80 3.84 -0.16  C10 1.521, O12 1.416, H16 1.090, H17 1.090
12 O -3.09 2.56 0.37  C11 1.416, H18 0.960
13 H -1.04 3.29 -1.45  C10 1.090
14 H -0.62 4.14 0.02  C10 1.090
15 H -1.36 4.96 -1.28  C10 1.090
16 H -3.57 4.06 -0.90  C11 1.090
17 H -3.02 4.59 0.61  C11 1.090
18 H -2.81 1.91 -0.28  O12 0.960
19 O -2.03 0.76 -1.39  H20 0.957, H21 0.957
20 H -1.11 0.95 -1.56  O19 0.957
21 H -2.17 -0.10 -1.79  O19 0.957
22 O -3.70 -1.86 -1.35  H23 0.957, H24 0.957
23 H -4.21 -1.47 -2.06  O22 0.957
24 H -4.23 -2.58 -1.03  O22 0.957
25 O -0.95 -1.31 3.21  H26 0.957, H27 0.957
26 H -1.02 -1.28 2.26  O25 0.957
27 H -1.84 -1.49 3.52  O25 0.957
28 O -1.46 -1.33 0.53  H29 0.957, H30 0.957
29 H -1.16 -0.49 0.20  O28 0.957
30 H -2.34 -1.43 0.15  O28 0.957
31 C 2.22 2.20 -0.22  C32 1.516, H37 1.090, H38 1.090, H39 1.090
32 C 2.10 0.71 0.08  C31 1.516, C33 1.523, N36 1.472, H40 1.090
33 C 1.86 -0.05 -1.22  C32 1.523, O34 1.479, H41 1.090, H42 1.090
34 O 0.59 0.23 -1.91  C33 1.479, C35 1.427
35 C 0.33 -0.68 -2.97  O34 1.427, H43 1.090, H44 1.090, H45 1.090
36 N 3.23 0.17 0.85  C32 1.472, H46 1.010, H47 1.010
37 H 1.20 2.59 -0.21  C31 1.090
38 H 2.67 2.45 -1.18  C31 1.090
39 H 2.74 2.70 0.60  C31 1.090
40 H 1.18 0.52 0.63  C32 1.090
41 H 1.89 -1.11 -0.97  C33 1.090
42 H 2.70 0.06 -1.92  C33 1.090
43 H 1.07 -0.67 -3.78  C35 1.090
44 H -0.66 -0.38 -3.31  C35 1.090
45 H 0.23 -1.71 -2.62  C35 1.090
46 H 2.99 -0.81 0.94  N36 1.010
47 H 3.33 0.53 1.78  N36 1.010

Löwdin atomic charge list, values in e, 5 entries: atom 1 (C): -0.090, atom 2 (C): -0.322, atom 3 (O): -0.117, atom 4 (H): 0.067, atom 5 (H): 0.074

---

The following is a DFT calculation (ωB97M-V/def2-TZVPD) of a cluster of 3 separate species, C3H11NO2 in total.

As for the highest occupied orbital energy: -10.30 eV. Its total energy is -8873.8394 eV. For the relative energy (zero: lowest compared OMol25 entry of this formula, charge and spin), the calculation gives 62.7 kJ/mol. For the HOMO-LUMO gap, the calculation gives 11.28 eV.

Each atom is followed by the atoms it is bonded to, with distances in Å.
Cartesian coordinates (Å):
1 C 1.42 -1.34 0.67  C2 1.537, H5 1.085, H6 1.129, H7 1.123
2 C 0.50 -0.27 1.28  C1 1.537, N4 1.479, H8 1.074, H9 1.105
3 C -1.81 0.21 1.31  N4 1.283, H10 1.138, H11 1.165
4 N -0.84 -0.34 0.66  C2 1.479, C3 1.283
5 H 2.39 -1.33 1.16  C1 1.085
6 H 1.56 -1.12 -0.42  C1 1.129
7 H 0.93 -2.35 0.70  C1 1.123
8 H 0.45 -0.42 2.35  C2 1.074
9 H 0.94 0.73 1.11  C2 1.105
10 H -1.71 0.65 2.35  C3 1.138
11 H -2.86 0.24 0.80  C3 1.165
12 H -0.82 -0.49 -1.22  O14 0.971
13 H -0.39 -1.04 -2.59  O14 0.948
14 O -0.64 -0.24 -2.14  H12 0.971, H13 0.948
15 H 0.71 2.62 -1.36  O17 0.985
16 H 0.53 1.11 -1.48  O17 0.946
17 O 1.08 1.76 -1.06  H15 0.985, H16 0.946

Löwdin atomic charge list, values in e, 5 entries: atom 1 (C): -0.103, atom 2 (C): -0.299, atom 3 (C): -0.043, atom 4 (N): -0.068, atom 5 (H): 0.063

---

The following is a DFT calculation (ωB97M-V/def2-TZVPD) of an isolated molecule of C5H11NO.

As for the highest occupied orbital energy: -9.03 eV. Its total energy is -8899.7188 eV. For the relative energy (zero: lowest compared OMol25 entry of this formula, charge and spin), the calculation gives 190.9 kJ/mol. For the HOMO-LUMO gap, the calculation gives 9.95 eV.

Each atom is followed by the atoms it is bonded to, with distances in Å.
Cartesian coordinates (Å):
1 C 1.95 -0.60 0.64  C2 1.544, H8 1.094, H9 1.103, H10 1.099
2 C 0.56 0.07 0.57  C1 1.544, C3 1.533, C5 1.620, H11 1.095
3 C -0.53 -0.82 1.18  C2 1.533, N4 1.470, H13 1.098, H14 1.094
4 N -1.56 -0.30 0.26  C3 1.470, C5 1.487, H15 1.019
5 C -0.50 0.22 -0.65  C2 1.620, N4 1.487, O6 1.406, C7 1.541
6 O -0.22 -0.67 -1.70  C5 1.406, H12 0.962
7 C -1.04 1.48 -1.35  C5 1.541, H16 1.092, H17 1.097, H18 1.099
8 H 2.79 -0.05 0.22  C1 1.094
9 H 2.17 -0.73 1.71  C1 1.103
10 H 1.96 -1.62 0.23  C1 1.099
11 H 0.63 1.03 1.10  C2 1.095
12 H 0.51 -1.24 -1.44  O6 0.962
13 H -0.35 -1.88 0.95  C3 1.098
14 H -0.73 -0.73 2.25  C3 1.094
15 H -2.00 0.51 0.70  N4 1.019
16 H -0.28 2.17 -1.73  C7 1.092
17 H -1.75 2.04 -0.74  C7 1.097
18 H -1.60 1.12 -2.22  C7 1.099

Löwdin atomic charge list, values in e, 5 entries: atom 1 (C): -0.072, atom 2 (C): -0.241, atom 3 (C): -0.192, atom 4 (N): 0.021, atom 5 (C): -0.519

---

no.,maximum force (hartree/bohr)
1,0.0453
2,0.0420
3,0.0078